Computed, not measured: 6 unconnected molecules or ions with the total composition C37H61N3O19 at a distorted geometry, with ωB97M-V/def2-TZVPD.

- Relative energy (zero: lowest compared OMol25 entry of this formula, charge and spin): 0.5892 eV
- E_LUMO: -0.984 eV

XYZ file:
```
120
Properties=species:S:1:pos:R:3:forces:R:3
C -3.864652 0.940633 -5.473450 -0.05 0.38 -0.03
C -3.357583 2.001801 -4.461279 -0.06 -0.53 -0.35
N -2.042375 1.644924 -3.841182 -0.91 -0.37 0.22
C -2.290781 0.998582 -2.585922 0.75 0.53 -1.84
C -2.556696 1.763877 -1.491137 -0.02 1.48 -0.08
C -2.838241 1.218237 -0.280370 -0.37 0.00 1.42
C -3.161839 2.079331 0.906914 0.29 1.11 -0.49
C -1.938481 2.558302 1.746911 -0.16 -0.76 0.94
C -0.707285 1.617672 1.732178 -0.05 0.81 0.39
C -2.441313 2.689888 3.201470 -0.43 -0.11 -0.75
C -2.849343 -0.158544 -0.196711 -0.15 -0.78 0.91
C -2.565094 -0.941029 -1.298481 0.04 -1.61 -0.32
C -2.274670 -0.370044 -2.521679 0.11 -0.74 0.48
C -2.627726 -2.465740 -1.126267 0.01 0.52 0.17
O -1.878414 -3.236948 -1.676308 -0.11 0.42 -0.21
C -3.702149 -2.930671 -0.184274 -0.02 -0.67 -0.14
C -4.498246 -4.200037 -0.384953 -0.48 0.11 -1.07
N -4.095116 -4.983087 -1.569007 -0.15 0.03 0.26
C -3.953956 -2.158660 0.860654 -0.35 0.27 -0.17
O -4.897506 -2.525725 1.797620 1.00 0.15 0.23
N -5.948801 -1.525448 1.926753 -1.03 -0.04 -0.40
O -6.441649 -1.281888 0.902747 0.51 0.20 0.53
C -3.206540 -0.869627 1.066440 0.18 -0.15 0.64
O -2.927067 -0.505269 2.195571 -0.44 0.02 -0.72
H -3.904640 1.372743 -6.472977 0.10 -0.16 -0.08
H -4.875233 0.610306 -5.236622 0.00 -0.03 0.05
H -3.233101 0.051971 -5.502061 0.04 0.03 0.00
H -3.308693 2.968248 -4.959822 0.17 0.06 0.15
H -4.106104 2.050911 -3.674636 0.12 0.36 0.17
H -1.643354 0.922098 -4.430215 0.28 0.30 -0.18
H -2.543068 2.842942 -1.595339 -0.01 0.01 -0.07
H -3.626242 2.988332 0.508534 -0.07 -0.04 0.02
H -3.921374 1.640183 1.549421 0.18 -0.30 0.05
H -1.624449 3.552462 1.427413 -0.04 -0.06 -0.29
H -0.921044 0.603676 1.417219 0.05 0.02 -0.26
H 0.094748 2.083783 1.159746 0.04 -0.39 -0.25
H -0.342793 1.543968 2.758533 0.13 -0.04 -0.04
H -3.347043 3.302824 3.203302 0.13 0.21 0.25
H -1.684474 3.100084 3.866176 -0.05 0.03 0.06
H -2.752630 1.694729 3.522923 0.20 0.00 0.26
H -2.067754 -0.951332 -3.409549 0.04 -0.23 0.10
H -5.534035 -3.867351 -0.548191 0.02 0.21 0.35
H -4.545381 -4.821272 0.507144 0.40 -0.03 0.05
H -3.930318 -4.347270 -2.342380 0.15 -0.11 -0.04
H -4.913040 -5.513159 -1.850936 0.11 -0.17 0.00
C 4.649536 0.536493 -4.903834 -0.22 0.15 0.16
C 4.660679 -0.970937 -4.763123 0.20 0.21 -0.39
O 4.110096 -1.396992 -3.508994 0.05 -0.11 0.03
C 2.783631 -1.332426 -3.411735 0.06 0.06 0.04
O 2.025065 -0.969977 -4.275255 -0.03 -0.03 -0.03
O 2.436572 -1.730083 -2.188931 -0.01 -0.03 -0.08
C 1.037246 -1.620276 -1.921273 -0.30 0.03 0.32
H 5.158252 1.003924 -4.059786 0.14 -0.04 -0.07
H 5.145425 0.838909 -5.826550 0.08 -0.03 0.04
H 3.631804 0.925787 -4.918891 -0.03 -0.09 -0.08
H 5.687774 -1.331500 -4.774368 -0.04 -0.11 0.22
H 4.136553 -1.455779 -5.587334 -0.16 0.03 0.09
H 0.435129 -2.147771 -2.656740 0.09 0.06 -0.09
H 0.749148 -0.569921 -1.869949 -0.04 0.00 -0.15
H 0.863239 -2.071270 -0.947607 0.19 -0.06 0.00
C 8.961436 6.291150 -5.978532 -0.29 0.07 0.02
C 9.184809 4.866603 -6.440912 0.37 0.31 -0.01
O 8.019337 4.052251 -6.247664 0.02 -0.14 0.02
C 7.029848 4.249337 -7.116664 0.02 0.07 0.13
O 7.034777 5.024253 -8.036809 0.00 -0.03 -0.07
O 6.018894 3.445075 -6.781264 -0.03 -0.07 -0.04
C 4.844958 3.624847 -7.576333 -0.28 -0.06 -0.08
H 8.624055 6.306113 -4.941063 0.12 -0.03 0.03
H 9.883666 6.866597 -6.059341 0.03 -0.04 0.02
H 8.196066 6.784549 -6.575865 0.06 -0.02 -0.09
H 9.969153 4.405731 -5.843077 -0.15 -0.18 0.05
H 9.501570 4.826691 -7.483334 -0.17 0.01 -0.04
H 5.066978 3.530463 -8.637205 0.08 0.12 0.02
H 4.398355 4.595798 -7.366786 0.06 0.04 -0.11
H 4.142198 2.845416 -7.293455 0.14 -0.05 0.16
C -4.460208 -4.565543 -8.547108 0.25 0.08 0.12
C -5.039387 -5.831395 -7.950596 -0.27 0.28 -0.25
O -4.034029 -6.631135 -7.313264 -0.04 -0.10 -0.01
C -3.610651 -6.189106 -6.130096 0.07 -0.03 -0.05
O -4.006672 -5.204540 -5.557749 -0.06 0.00 0.04
O -2.668211 -7.018877 -5.689517 -0.03 0.00 -0.01
C -2.058512 -6.604039 -4.463109 0.17 0.02 0.31
H -3.641562 -4.805260 -9.227250 -0.09 -0.04 -0.08
H -5.226831 -4.017305 -9.095019 -0.02 -0.05 -0.02
H -4.058518 -3.912678 -7.773360 -0.10 -0.01 0.04
H -5.453423 -6.453417 -8.742243 0.13 -0.18 0.08
H -5.845815 -5.613751 -7.249800 0.12 0.03 0.12
H -2.805786 -6.430027 -3.691910 0.01 0.10 -0.03
H -1.466669 -5.704349 -4.626098 -0.11 0.07 0.04
H -1.398029 -7.403728 -4.140443 -0.06 -0.11 -0.19
C 0.420735 -2.535125 4.060118 0.23 -0.05 0.21
C -0.396289 -1.322665 4.455672 -0.07 -0.25 -0.46
O -0.307950 -1.058474 5.864959 -0.08 0.06 0.07
C 0.831920 -0.509685 6.275788 -0.07 -0.10 -0.04
O 1.767684 -0.206610 5.582047 0.03 0.07 0.00
O 0.765100 -0.356882 7.600633 -0.01 0.04 0.06
C 1.966129 0.141476 8.191036 0.19 0.08 0.22
H 0.128832 -3.401818 4.655512 -0.12 -0.01 -0.08
H 0.274360 -2.764728 3.004089 -0.06 0.01 0.01
H 1.483728 -2.368710 4.230574 -0.01 0.08 -0.08
H -1.448574 -1.510028 4.251049 -0.05 0.11 0.23
H -0.106546 -0.439846 3.887931 0.12 0.04 0.12
H 2.282160 1.070207 7.720861 0.03 -0.07 -0.11
H 2.754595 -0.607008 8.121890 0.05 0.07 -0.12
H 1.758804 0.333119 9.240651 -0.21 -0.07 -0.04
C -0.546093 2.245871 13.996075 0.12 0.21 0.14
C 0.306886 1.656465 12.892228 -0.40 -0.23 0.21
O 1.282055 2.596877 12.418983 0.05 -0.05 -0.18
C 2.328205 2.794184 13.219277 -0.11 0.08 0.01
O 2.527686 2.253392 14.275329 0.06 -0.05 0.00
O 3.115174 3.710597 12.652934 0.02 -0.01 -0.03
C 4.235515 4.092382 13.453196 0.23 0.13 0.03
H -1.004730 3.178855 13.665120 -0.08 -0.08 -0.08
H -1.331535 1.547496 14.285081 -0.01 -0.01 -0.05
H 0.051697 2.473632 14.877446 0.03 -0.11 0.00
H -0.320650 1.416713 12.035478 0.17 0.15 -0.16
H 0.792783 0.732935 13.208020 0.15 0.11 0.08
H 4.819890 3.224221 13.750430 -0.09 -0.03 0.07
H 3.898905 4.641047 14.331758 0.01 -0.11 0.06
H 4.853126 4.744799 12.842147 -0.13 -0.01 -0.12
```
Positions in Å, forces in eV/Å.

=====

Computed, not measured: 3 unconnected molecules or ions with the total composition C37H62BCl2F2N3O4P at a distorted geometry, with ωB97M-V/def2-TZVPD.

- E_LUMO: -2.620 eV
- Total charge: +1

XYZ file:
```
112
Properties=species:S:1:pos:R:3:forces:R:3
C 2.769934 0.118527 4.286147 -0.09 -0.04 -0.31
C 3.026488 -0.868819 3.117582 -0.49 0.93 0.22
C 1.779618 -0.971299 2.225544 -0.01 -0.53 0.64
C 1.696053 -2.265605 1.428594 -0.05 0.25 -0.54
C 0.439815 -2.404652 0.559250 0.04 0.03 -0.10
C -0.894995 -2.245172 1.324839 0.97 0.36 -0.09
C -1.347541 -0.767877 1.338573 -0.21 -0.09 0.30
C -2.693064 -0.415733 0.702955 -0.56 -0.39 -0.55
C -3.311135 0.957558 1.082748 -1.14 -1.39 1.18
C -3.051069 1.636525 2.425453 0.58 0.30 0.00
B -1.631524 2.270491 2.752102 0.13 0.87 0.18
O -0.553509 1.593699 3.197602 0.30 -0.25 -0.78
O -1.456746 3.653440 2.614025 -0.39 -0.16 0.36
N -3.520421 1.834846 -0.147294 -0.01 0.14 0.96
C -2.644547 3.018589 -0.448069 0.47 0.93 -1.33
C -1.690798 2.973095 -1.655210 0.54 0.45 0.05
C -0.290242 3.424965 -1.210506 0.33 -0.81 0.37
C 0.296129 2.473871 -0.133664 -0.88 -0.04 -0.53
C 0.680564 3.503127 -2.392067 -0.04 0.92 0.34
C 2.146591 3.717724 -1.949143 1.21 0.80 -0.67
C 2.973649 2.477736 -2.148324 0.03 0.36 0.37
C 3.317479 1.592550 -1.200936 0.06 -0.21 -0.31
C 3.150706 0.123537 -1.502563 1.62 0.11 0.18
C 3.880981 1.927016 0.145439 -1.81 -0.67 0.50
C -3.833848 0.803365 -1.166066 -0.04 -0.47 -1.77
P -5.653018 0.551764 -1.288534 -1.50 -2.23 0.60
N -6.226799 -0.753540 -0.674683 0.79 0.73 0.23
O -6.041666 0.632439 -2.831986 0.25 0.78 -0.01
O -6.325535 1.860242 -0.642728 0.56 0.39 -0.21
C -2.892115 -0.433344 -0.873057 2.24 -1.04 0.65
N -1.507483 -0.225392 -1.355854 -1.04 1.11 -0.57
C -3.260435 -1.804528 -1.596557 -0.35 0.36 -0.30
Cl -1.862328 -2.927939 -1.679470 -0.13 0.56 0.25
C -3.790443 -1.624456 -3.064708 0.26 -0.84 -0.17
C -2.895242 -2.147315 -4.187356 -0.50 0.75 -0.63
Cl -5.329428 -2.555872 -3.226791 0.03 0.21 -0.01
H 2.999956 -0.315882 5.254367 0.20 0.08 0.09
H 3.330654 1.039358 4.140673 0.22 0.02 0.22
H 1.723775 0.421561 4.324194 -0.15 -0.12 0.02
H 3.843153 -0.436681 2.540751 0.25 -0.45 -0.14
H 3.320189 -1.839786 3.507485 0.03 -0.12 -0.12
H 0.912794 -0.917228 2.887222 -0.13 0.08 0.00
H 1.735375 -0.085068 1.584938 -0.08 -0.04 -0.19
H 2.561457 -2.278477 0.761308 0.08 -0.30 -0.03
H 1.763387 -3.138665 2.078534 0.13 0.07 0.24
H 0.513897 -1.647161 -0.221502 -0.26 0.02 -0.18
H 0.470520 -3.364956 0.044805 0.03 -0.11 0.04
H -1.652287 -2.940414 0.977239 -0.14 0.10 -0.17
H -0.668485 -2.533988 2.351970 -0.23 -0.05 0.14
H -0.543071 -0.129969 0.989683 0.10 0.04 -0.13
H -1.460987 -0.517268 2.392482 -0.12 0.25 0.00
H -3.374113 -1.166573 1.114675 -0.20 0.11 0.03
H -4.343787 0.621060 1.221335 -0.20 0.28 -0.18
H -3.300988 0.901633 3.191823 0.04 -0.23 -0.08
H -3.808802 2.416898 2.546458 -0.04 0.07 -0.04
H 0.230438 2.150232 3.040385 -0.11 -0.25 0.59
H -2.174139 4.111718 3.077108 0.17 0.21 -0.49
H -4.404368 2.275617 0.121097 -0.05 0.05 -0.35
H -3.321645 3.844016 -0.654986 -0.36 -0.12 0.09
H -2.066109 3.368721 0.401595 -0.31 -0.67 0.51
H -1.617680 2.022464 -2.170686 -0.15 -0.07 0.07
H -2.007079 3.697938 -2.404064 -0.30 -0.08 -0.09
H -0.416415 4.414048 -0.762559 0.15 0.12 -0.06
H -0.502580 1.948027 0.402457 0.09 0.16 0.21
H 0.902447 3.004245 0.592334 0.21 -0.12 0.03
H 0.864286 1.704194 -0.649034 0.31 -0.08 0.22
H 0.598410 2.635819 -3.048839 -0.01 -0.17 0.10
H 0.411051 4.381131 -2.982718 -0.18 -0.12 -0.20
H 2.207921 4.137423 -0.946485 -0.08 -0.17 0.19
H 2.553999 4.497774 -2.597209 -0.02 0.13 0.03
H 3.324126 2.296340 -3.161102 -1.19 -0.67 -0.40
H 2.144698 -0.183540 -1.214312 -0.16 0.04 -0.15
H 3.339006 -0.082983 -2.554898 -0.25 -0.15 -0.09
H 3.834273 -0.471506 -0.892119 0.05 -0.20 -0.14
H 4.953714 1.788822 0.096670 0.17 0.23 -0.10
H 3.600509 2.905268 0.529040 0.32 0.20 -0.13
H 3.520577 1.182841 0.865751 0.12 0.13 0.22
H -3.578026 1.043894 -2.200353 0.19 0.94 0.25
H -5.477076 -1.318595 -0.295462 -0.45 -0.37 0.22
H -6.849493 0.104087 -2.966236 0.36 -0.15 -0.15
H -7.272098 1.678619 -0.503549 0.21 0.16 0.23
H -1.546252 -0.113770 -2.369953 0.38 -0.07 0.04
H -1.124682 0.634973 -0.978660 0.14 -0.20 0.00
H -3.994390 -2.391790 -1.061093 -0.18 0.23 0.24
H -4.011692 -0.597905 -3.342094 -0.25 0.10 0.40
H -3.359305 -1.790384 -5.108580 -0.03 -0.06 -0.09
H -2.886616 -3.227037 -4.259070 0.33 -0.09 0.29
H -1.904658 -1.698430 -4.177543 0.20 -0.24 0.22
F 6.010121 2.495176 1.977895 0.06 0.03 0.18
C 7.295497 2.870374 1.787294 0.33 0.11 -0.03
C 7.571615 3.876300 0.883872 -0.20 0.10 -0.12
C 8.890284 4.262441 0.692168 0.05 -0.11 0.09
C 9.908927 3.634548 1.395462 0.06 0.03 -0.02
C 9.609632 2.621699 2.296329 -0.04 0.10 -0.09
C 8.292568 2.237047 2.500067 -0.07 -0.19 0.15
H 6.763183 4.348114 0.340263 -0.01 -0.01 0.03
H 9.122444 5.054176 -0.007204 -0.02 0.00 -0.01
H 10.936441 3.935380 1.241055 -0.01 0.00 0.01
H 10.403104 2.129351 2.841985 -0.02 0.00 0.02
H 8.037711 1.455391 3.203591 -0.02 0.00 -0.02
F -0.829257 -9.167550 -0.370941 0.02 -0.01 0.01
C -1.843644 -8.321350 -0.622647 -0.18 0.15 -0.05
C -1.573840 -6.975799 -0.776560 0.18 0.09 0.02
C -2.621516 -6.104490 -1.040654 -0.10 -0.07 0.05
C -3.920338 -6.587884 -1.137363 -0.04 0.06 0.00
C -4.171951 -7.943700 -0.975180 0.08 0.10 -0.01
C -3.127509 -8.820379 -0.720645 -0.05 -0.20 0.03
H -0.554768 -6.620401 -0.689737 0.00 -0.04 -0.01
H -2.424356 -5.044819 -1.171225 -0.11 -0.57 0.11
H -4.737254 -5.906210 -1.340408 0.00 -0.01 -0.01
H -5.183472 -8.320512 -1.046837 0.01 -0.03 -0.01
H -3.301533 -9.881179 -0.599164 0.03 0.00 0.02
```
Positions in Å, forces in eV/Å.

=====

- Number 1 is which compound?
  C37H61N3O19

=====

- Which of these has the highest E_LUMO?
  C37H61N3O19